Record 1
{"formula": "C17H24N2O6S", "method": "ωB97M-V with the def2-TZVPD basis set", "elements": ["C", "O", "C", "C", "C", "C", "S", "O", "O", "N", "C", "C", "C", "C", "C", "C", "C", "C", "C", "O", "O", "C", "C", "C", "N", "O", "H", "H", "H", "H", "H", "H", "H", "H", "H", "H", "H", "H", "H", "H", "H", "H", "H", "H", "H", "H", "H", "H", "H", "H"], "xyz": [[2.77890, 2.21673, 2.52303], [1.46205, 1.83281, 2.19605], [1.15272, 1.55970, 0.91442], [2.06535, 1.61253, -0.14207], [1.67684, 1.27355, -1.42584], [0.37830, 0.87420, -1.67410], [-0.10569, 0.34521, -3.31769], [0.80996, 0.93371, -4.25283], [-1.50995, 0.59220, -3.46170], [0.14152, -1.28005, -3.31080], [1.39721, -1.82539, -3.74910], [2.31727, -2.26698, -2.60920], [1.65351, -3.25256, -1.64777], [0.58153, -2.58995, -0.77865], [-0.82456, -2.58226, -1.38249], [-0.89636, -2.16983, -2.86552], [-0.54249, 0.82460, -0.65002], [-0.17418, 1.16884, 0.64353], [-1.21778, 1.05983, 1.70013], [-2.08654, 0.22432, 1.67751], [-1.11001, 2.01810, 2.62240], [-2.00380, 1.97734, 3.74115], [-1.72580, 0.78851, 4.65156], [-3.48660, 2.00862, 3.32324], [-3.73314, 2.71625, 2.20008], [-4.35417, 1.52158, 4.00494], [3.49925, 1.42958, 2.28086], [3.06371, 3.14427, 2.01806], [2.77341, 2.38097, 3.59915], [3.08419, 1.91876, 0.03242], [2.37163, 1.32351, -2.24960], [1.19478, -2.68057, -4.40566], [1.88038, -1.04488, -4.33922], [3.20109, -2.72934, -3.05415], [2.64467, -1.38980, -2.04655], [1.22126, -4.08412, -2.20661], [2.42916, -3.66301, -0.99685], [0.51917, -3.11131, 0.17920], [0.88920, -1.56424, -0.56466], [-1.25604, -3.58170, -1.29868], [-1.43867, -1.91230, -0.77952], [-1.84295, -1.66134, -3.05770], [-0.85690, -3.06232, -3.49921], [-1.55868, 0.53018, -0.85944], [-1.79518, 2.91573, 4.27007], [-1.91533, -0.13812, 4.11625], [-0.69295, 0.80961, 4.98987], [-2.39647, 0.83712, 5.50388], [-4.67070, 2.71050, 1.83364], [-2.99212, 3.04122, 1.60419]], "homo_lumo_gap_ev": 9.241, "smiles": "COc1ccc(S(=O)(=O)N2CCCCCC2)cc1C(=O)O[C@H](C)C(N)=O", "lumo_energy_ha": 0.00828, "spin_multiplicity": 1}

Record 2
{"formula": "C17H24N6O3", "method": "ωB97M-V with the def2-TZVPD basis set", "elements": ["H", "N", "C", "N", "N", "C", "C", "C", "C", "N", "C", "O", "N", "C", "C", "C", "C", "N", "C", "C", "C", "C", "C", "C", "C", "O", "O", "H", "H", "H", "H", "H", "H", "H", "H", "H", "H", "H", "H", "H", "H", "H", "H", "H", "H", "H", "H", "H", "H", "H"], "xyz": [[-3.62642, 3.36172, -1.79816], [-3.43989, 3.13151, -0.84638], [-2.30789, 2.52471, -0.78892], [-1.71270, 1.75864, -1.77750], [-1.88282, 2.21767, 0.45193], [-2.83983, 1.88307, 1.50202], [-3.70763, 0.60634, 1.26202], [-2.89623, -0.71979, 1.09802], [-2.50525, -1.03566, -0.37068], [-3.62378, -0.77120, -1.29156], [-2.07894, -2.53833, -0.51490], [-2.91919, -3.41552, -0.73703], [-0.78544, -2.85258, -0.19923], [0.50409, -2.13561, 0.10667], [1.10234, -1.19927, -0.98001], [2.56144, -1.03502, -0.70526], [3.56541, -1.96167, -0.82420], [4.78198, -1.44355, -0.51537], [4.58958, -0.09081, -0.24368], [5.52259, 0.92152, 0.06959], [4.98827, 2.14664, 0.31945], [3.62208, 2.43258, 0.36303], [2.73924, 1.46304, -0.03570], [3.24000, 0.20813, -0.36825], [0.43120, -1.25406, 1.42475], [0.12318, -0.06880, 1.38081], [0.63020, -1.91491, 2.62274], [-1.87902, 2.11579, -2.74484], [-0.85220, 1.09794, -1.66394], [-1.00789, 1.67111, 0.34010], [-2.15845, 1.90517, 2.46957], [-3.51705, 2.74581, 1.63743], [-4.44093, 0.42169, 2.00518], [-4.21229, 0.90541, 0.32106], [-3.48596, -1.64958, 1.56718], [-2.01105, -0.74930, 1.70342], [-1.59087, -0.44113, -0.57602], [-3.17254, -0.12586, -1.95589], [-3.87154, -1.64736, -1.68357], [-0.76120, -3.88962, -0.04338], [1.19295, -3.04175, 0.37174], [0.85628, -1.74232, -1.85726], [0.63096, -0.22006, -1.04118], [3.37856, -2.91383, -1.23085], [5.57394, -1.86234, -1.02095], [6.53297, 0.65949, 0.20279], [5.68818, 2.93742, 0.55511], [3.20363, 3.34709, 0.81293], [1.68102, 1.66813, -0.08922], [0.14689, -1.41069, 3.31640]], "homo_lumo_gap_ev": 8.749, "smiles": "[H]/N=C(\\N)NCCC[C@H](N)C(=O)N[C@@H](Cc1c[nH]c2ccccc12)C(=O)O", "lumo_energy_ha": 0.01358, "spin_multiplicity": 1}

Record 3
{"formula": "C17H24N6O3", "method": "ωB97M-V with the def2-TZVPD basis set", "elements": ["C", "C", "C", "C", "C", "C", "C", "C", "C", "C", "C", "C", "C", "C", "C", "C", "C", "H", "H", "H", "H", "H", "H", "H", "H", "H", "H", "H", "H", "H", "H", "H", "H", "H", "H", "H", "H", "H", "H", "H", "H", "N", "N", "N", "N", "N", "N", "O", "O", "O"], "xyz": [[-1.17270, -0.18165, 0.89973], [0.26798, -0.76801, 1.38403], [-2.37801, -0.45180, 1.59354], [-3.55616, 0.32448, 0.80506], [-3.85586, 1.62079, 0.88668], [-4.61909, -0.25716, -0.07104], [-5.56636, 0.70632, -0.31009], [-4.85017, -1.62221, -0.15920], [-6.53368, 0.30592, -1.22095], [-5.85788, -2.11960, -0.84045], [-6.56019, -1.09051, -1.59105], [1.59507, 1.30906, 0.55967], [1.32315, 1.36876, -0.92992], [3.16810, 1.70313, 0.87434], [4.13775, 0.88351, -0.03873], [4.27427, -0.71204, -0.01974], [6.70678, -0.66633, -0.41412], [-0.30944, -1.01381, -0.81614], [-2.05439, -0.91316, -0.98379], [-1.07710, 0.92901, 0.68539], [-2.78319, -1.53947, 1.71734], [-2.23143, -0.57426, 2.90849], [-3.81089, 2.36827, 1.89489], [-5.36554, 2.95951, 0.06528], [-4.06369, -2.41850, 0.30242], [-7.32374, 0.90747, -1.79611], [-5.97750, -3.07688, -0.97465], [-7.29944, -1.56225, -2.30417], [2.33351, -0.45981, 1.55262], [0.99363, 2.10001, 1.12513], [3.41993, 1.65139, 1.91844], [3.59311, 2.77692, 0.39350], [5.15035, 1.17514, 0.11684], [3.88805, 1.15352, -1.06947], [3.42126, -1.23594, -0.48573], [4.24302, -0.71885, 1.10821], [5.43062, -1.22300, -1.80659], [5.98013, 0.63000, 0.80906], [7.82963, -2.45116, -0.95360], [8.61925, -0.49099, -1.01324], [1.67740, 3.05081, -0.80562], [-1.22089, -1.16726, -0.28819], [-5.08973, 1.88749, 0.32051], [1.51248, -0.19963, 1.01185], [5.44112, -1.44944, -0.71848], [6.95629, 0.31379, 0.44769], [7.70864, -1.18189, -1.27872], [0.19414, -1.67002, 2.17719], [1.28254, 0.19925, -1.38828], [0.95120, 2.52561, -1.60109]], "homo_lumo_gap_ev": 7.863, "lumo_energy_ha": -0.00802, "spin_multiplicity": 1}

Record 4
{"formula": "C17H24N6Re", "method": "ωB97M-V with the def2-TZVPD basis set", "elements": ["Re", "C", "C", "N", "C", "C", "N", "C", "C", "N", "H", "H", "H", "H", "H", "H", "H", "H", "H", "H", "H", "H", "H", "H", "H", "C", "C", "C", "C", "C", "C", "N", "N", "C", "C", "C", "C", "C", "N", "H", "H", "H", "H", "H", "H", "H", "H", "H"], "xyz": [[-0.00765, -0.02332, 0.38617], [2.05462, -1.77200, 1.75536], [0.73622, -2.52132, 1.77357], [-0.38715, -1.52814, 1.91506], [-0.47309, -0.91350, 3.30044], [-0.68251, 0.58539, 3.19217], [0.26945, 1.14891, 2.15959], [1.71865, 1.17212, 2.60904], [2.59288, 0.69604, 1.46609], [1.95343, -0.53828, 0.86132], [2.85938, -2.40612, 1.38386], [2.34421, -1.43251, 2.74707], [0.72174, -3.24421, 2.59174], [0.57659, -3.07323, 0.84506], [-1.25873, -2.03823, 1.76245], [0.44131, -1.15777, 3.83790], [-1.29239, -1.36882, 3.85632], [-0.52679, 1.07780, 4.15405], [-1.69616, 0.82721, 2.86193], [-0.01339, 2.11766, 1.99516], [1.81211, 0.54189, 3.49083], [1.99556, 2.18176, 2.91031], [3.60480, 0.45417, 1.79695], [2.65893, 1.44217, 0.67197], [2.45446, -0.74306, -0.00783], [-0.03989, 5.48215, -3.90095], [1.17937, 5.42085, -3.20432], [1.39503, 4.37898, -2.35263], [0.41425, 3.31516, -2.22978], [-0.84184, 3.41734, -2.93912], [-1.05680, 4.49064, -3.73804], [0.75838, 2.38445, -1.34863], [0.16571, 1.21799, -1.19687], [-0.41319, 0.33200, -2.16991], [-0.50399, 0.34284, -3.53473], [-1.05902, -0.79714, -4.13322], [-1.49466, -1.87429, -3.36611], [-1.33126, -1.83287, -1.99706], [-0.78205, -0.74713, -1.41181], [-0.23234, 6.31933, -4.56485], [1.91779, 6.20166, -3.33207], [2.30721, 4.29439, -1.77577], [-1.62868, 2.69362, -2.77546], [-2.00232, 4.62278, -4.24866], [-0.16506, 1.17400, -4.13565], [-1.14930, -0.83571, -5.21303], [-1.94069, -2.74490, -3.82929], [-1.62779, -2.65343, -1.35673]], "homo_lumo_gap_ev": [6.599, 6.095], "s2": 3.892, "lumo_energy_ha": [-0.54856, -0.57633], "spin_multiplicity": 4, "total_charge": 4}

Record 5
{"formula": "C17H24NO2", "method": "ωB97M-V with the def2-TZVPD basis set", "elements": ["C", "O", "C", "C", "C", "C", "C", "C", "O", "C", "C", "C", "C", "N", "C", "C", "C", "C", "C", "C", "H", "H", "H", "H", "H", "H", "H", "H", "H", "H", "H", "H", "H", "H", "H", "H", "H", "H", "H", "H", "H", "H", "H", "H"], "xyz": [[1.69928, 2.56264, -0.00767], [1.90251, 1.18567, -0.23802], [3.17883, 0.70592, -0.07698], [4.20621, 1.40404, 0.54345], [5.46152, 0.83544, 0.68225], [5.71276, -0.43343, 0.19825], [4.70018, -1.13747, -0.42915], [3.43852, -0.58189, -0.57228], [2.43473, -1.24212, -1.25598], [2.06608, -2.52083, -0.77262], [0.90105, -2.36374, 0.08033], [-0.04267, -2.03142, 0.74325], [-1.24540, -1.62418, 1.43953], [-2.05317, -0.75366, 0.53919], [-1.35913, 0.52405, 0.23941], [-2.12076, 1.27530, -0.84307], [-3.56335, 1.52674, -0.40972], [-4.26395, 0.22693, 0.00027], [-4.57557, -0.67584, -1.19307], [-3.41719, -0.49775, 1.05166], [0.69676, 2.78463, -0.37044], [1.76033, 2.80510, 1.05822], [2.41939, 3.17076, -0.55989], [4.03679, 2.39458, 0.93324], [6.24358, 1.39582, 1.16976], [6.69204, -0.87350, 0.29656], [4.89515, -2.11930, -0.83487], [2.87491, -3.00664, -0.21486], [1.80547, -3.13641, -1.64111], [-1.83620, -2.50189, 1.71767], [-0.99740, -1.06212, 2.34413], [-2.15453, -1.25009, -0.35480], [-0.33492, 0.30772, -0.07783], [-1.32543, 1.11012, 1.16097], [-1.62388, 2.22632, -1.02990], [-2.09106, 0.71222, -1.77689], [-4.11498, 1.99783, -1.22181], [-3.56946, 2.21849, 0.43478], [-5.21448, 0.48207, 0.47750], [-3.69003, -0.94202, -1.76689], [-5.25577, -0.16481, -1.86824], [-5.06314, -1.59083, -0.86471], [-3.88233, -1.45088, 1.31388], [-3.33131, 0.10839, 1.95651]], "homo_lumo_gap_ev": 8.512, "smiles": "COc1ccccc1OCC#CC[N@@H+]1CCC[C@@H](C)C1", "lumo_energy_ha": -0.08734, "spin_multiplicity": 1, "total_charge": 1}

ΔE to the lowest compared entry with this formula, charge and spin: 8.40; 68.11; 306.54; 0.00; 64.76 (kcal/mol)
Electronic energy: -1621.35180; -1216.42614; -1216.04617; -1067.34257; -867.10654 (Eh)